Entry 1:
The following is a quantum chemistry calculation of a molecular structure, C41H36FIrN4O5S5, from OMol25.

XYZ file:
```
93
C41H36FIrN4O5S5 (ωB97M-V/def2-TZVPD)
Ir -1.527 -1.008 -1.547
O -0.598 -2.326 5.002
C -0.899 -2.233 3.819
S 0.022 -2.984 2.525
C -0.856 -2.289 1.185
C -1.889 -1.490 1.500
S -2.923 -0.742 0.306
S -2.195 -1.230 3.207
S -0.363 -2.673 -0.445
F 1.267 1.000 4.160
C 1.897 0.523 3.051
C 1.259 0.652 1.850
C 1.861 0.167 0.688
C 1.056 0.065 -0.537
O -0.149 0.378 -0.490
C 1.724 -0.442 -1.690
C 3.032 -0.784 -1.572
N 3.740 -0.812 -0.414
C 5.097 -1.302 -0.409
C 5.432 -2.509 -1.227
C 5.386 -2.613 0.268
C 3.154 -0.361 0.759
C 3.788 -0.475 2.003
C 3.139 -0.121 3.176
N 3.708 -0.540 4.414
C 3.966 -1.966 4.531
C 2.710 -2.715 4.937
N 2.235 -2.186 6.261
C 2.013 -0.696 6.230
C 3.247 0.005 5.675
C 1.092 -0.687 -3.060
O 1.846 -0.606 -4.025
O -0.132 -1.047 -3.116
H 0.257 1.058 1.796
H 3.556 -1.118 -2.457
H 5.847 -0.523 -0.337
H 6.391 -2.518 -1.724
H 4.629 -2.981 -1.776
H 6.314 -2.704 0.816
H 4.538 -3.137 0.690
H 4.776 -0.904 2.071
H 4.771 -2.136 5.256
H 4.300 -2.368 3.579
H 2.865 -3.787 5.046
H 1.906 -2.535 4.232
H 2.931 -2.412 6.973
H 1.359 -2.648 6.516
H 1.782 -0.380 7.246
H 1.146 -0.548 5.598
H 4.070 -0.077 6.395
H 3.017 1.061 5.571
O -2.494 0.491 -2.760
S -3.298 1.707 -2.332
C -3.067 2.789 -3.776
C -1.639 3.159 -4.052
C -1.247 4.490 -3.930
C 0.077 4.857 -4.121
C 1.025 3.889 -4.421
C 0.644 2.559 -4.544
C -0.684 2.193 -4.372
C -2.339 2.608 -1.077
C -3.251 3.446 -0.231
C -3.606 4.733 -0.624
C -4.468 5.495 0.152
C -4.983 4.974 1.330
C -4.636 3.690 1.726
C -3.776 2.928 0.950
H -3.688 3.668 -3.590
H -3.522 2.211 -4.582
H -1.985 5.247 -3.686
H 0.367 5.897 -4.030
H 2.061 4.170 -4.561
H 1.374 1.790 -4.756
H -0.967 1.153 -4.457
H -1.560 3.190 -1.569
H -1.876 1.804 -0.506
H -3.190 5.148 -1.535
H -4.734 6.496 -0.163
H -5.657 5.567 1.935
H -5.041 3.275 2.640
H -3.527 1.912 1.236
N -5.764 -5.728 -5.365
C -5.110 -5.001 -4.759
C -4.294 -4.092 -4.003
C -2.903 -4.176 -4.064
C -2.127 -3.297 -3.331
C -2.696 -2.310 -2.514
C -4.093 -2.249 -2.472
C -4.886 -3.119 -3.201
H -2.441 -4.929 -4.689
H -1.049 -3.367 -3.404
H -4.579 -1.510 -1.846
H -5.965 -3.054 -3.149
```

Calculated values
- Max |F|: 0.4 eV/A
- Relative energy (zero: lowest compared OMol25 entry of this formula, charge and spin): 0.00 kcal per mole
- Kohn-Sham gap: 5.056 eV
- E_tot: -4374.3528 Ha



Entry 2:
The following is a quantum chemistry calculation of a molecular structure, C35H23Cl2N3O4S5Sn, from OMol25.

XYZ file:
```
73
C35H23Cl2N3O4S5Sn (ωB97M-V/def2-TZVPD)
Sn -0.141 0.367 0.219
S 1.403 -1.752 -3.653
C 1.584 -0.160 -2.996
C 2.633 0.078 -2.067
C 2.833 1.290 -1.446
C 1.996 2.375 -1.722
C 0.972 2.191 -2.633
C 0.755 0.959 -3.262
S -0.582 0.907 -4.433
C -1.976 0.388 -3.382
C -2.020 -1.094 -3.178
C -2.390 -1.925 -4.236
C -2.382 -3.288 -4.047
C -1.981 -3.783 -2.816
C -1.616 -2.887 -1.822
C -1.046 -3.448 -0.545
S -1.343 -2.557 1.009
C -2.963 -1.881 0.786
C -3.978 -2.608 0.175
C -5.224 -2.041 -0.038
C -5.458 -0.737 0.379
C -4.455 -0.018 1.009
C -3.190 -0.568 1.237
S -1.966 0.367 2.099
N -1.669 -1.567 -1.984
H 3.277 -0.760 -1.834
H 3.640 1.392 -0.728
H 2.133 3.332 -1.232
H 0.295 3.006 -2.863
H -2.872 0.726 -3.907
H -1.921 0.913 -2.433
H -2.646 -1.482 -5.190
H -2.661 -3.963 -4.848
H -1.930 -4.848 -2.629
H 0.044 -3.420 -0.650
H -1.342 -4.494 -0.450
H -3.783 -3.622 -0.152
H -6.002 -2.610 -0.533
H -6.422 -0.274 0.203
H -4.625 1.005 1.321
Cl -3.136 3.991 -2.056
C -1.948 4.295 -0.824
C -1.711 5.615 -0.421
C -0.780 5.897 0.535
Cl -0.516 7.565 1.006
C -0.030 4.864 1.142
C 0.963 5.058 2.132
C 1.627 3.981 2.641
C 1.314 2.690 2.177
N 0.398 2.489 1.261
C -0.280 3.540 0.732
C -1.262 3.210 -0.283
O -1.441 1.993 -0.632
H -2.276 6.414 -0.881
H 1.183 6.062 2.471
H 2.391 4.090 3.398
H 1.823 1.820 2.574
O 4.130 -0.706 5.753
S 4.358 -0.507 4.341
O 5.608 0.122 3.984
N 3.102 0.200 3.620
C 2.490 -0.615 2.755
O 1.495 -0.351 2.070
C 3.140 -1.973 2.655
C 2.780 -3.028 1.838
C 3.534 -4.193 1.907
C 4.620 -4.289 2.776
C 4.981 -3.221 3.590
C 4.220 -2.073 3.503
H 1.940 -2.924 1.162
H 3.282 -5.034 1.273
H 5.193 -5.208 2.810
H 5.828 -3.283 4.262
```

Calculated values
- Charge: -2
- Max |F|: 0.3 eV/A
- Relative energy (zero: lowest compared OMol25 entry of this formula, charge and spin): 0.00 kcal per mole
- Kohn-Sham gap: 5.391 eV
- E_tot: -4938.6246 Ha



Entry 3:
The following is a quantum chemistry calculation of 11 unconnected molecules or ions with the total composition C31H87N6O16P2S2 at a distorted geometry, from OMol25.

XYZ file:
```
144
C31H87N6O16P2S2 (ωB97M-V/def2-TZVPD)
C 3.721 -3.481 1.010
O 2.714 -3.271 0.065
C 3.050 -3.900 -1.169
C 2.159 -3.422 -2.314
C 1.785 -1.949 -2.078
C 1.371 -1.211 -3.380
C 2.150 0.112 -3.539
C 1.293 1.354 -3.351
C 0.639 1.429 -1.953
N 1.257 2.474 -1.067
C 0.587 3.795 -1.120
C 0.172 4.319 -2.497
S -0.758 5.870 -2.296
O -0.164 6.885 -3.085
O -2.113 5.556 -2.573
C 1.554 4.655 -0.217
S 2.808 5.397 -1.338
C 2.015 3.560 0.897
C 1.412 4.155 2.201
C 2.250 5.143 3.005
C 2.370 6.515 2.324
N 3.605 7.200 2.219
O 1.370 7.020 1.913
P 3.886 3.650 0.850
N 4.567 2.853 2.040
C 1.439 2.172 0.406
C 0.051 1.755 0.958
C -0.184 0.247 1.235
C -1.679 0.094 1.649
C -2.074 -1.375 1.383
N -3.394 -1.748 1.928
C -3.300 -2.189 3.267
N -2.962 -3.346 3.548
N -3.596 -1.228 4.305
P 2.579 0.641 0.500
O 3.888 0.943 -0.495
O 2.974 0.401 2.082
H 4.627 -2.908 0.764
H 4.010 -4.534 1.079
H 3.392 -3.172 2.000
H 4.116 -3.727 -1.365
H 2.918 -4.981 -1.045
H 2.741 -3.503 -3.228
H 1.242 -3.997 -2.328
H 2.645 -1.480 -1.611
H 0.960 -1.873 -1.370
H 0.294 -1.043 -3.386
H 1.580 -1.844 -4.239
H 2.506 0.140 -4.569
H 3.053 0.143 -2.936
H 1.826 2.274 -3.609
H 0.473 1.296 -4.066
H 0.663 0.429 -1.531
H -0.410 1.675 -2.085
H 2.207 2.569 -1.450
H -0.337 3.853 -0.545
H -0.552 3.639 -2.937
H 0.977 4.425 -3.215
H -0.724 6.259 -0.984
H 0.916 5.455 0.135
H 2.942 4.493 -2.334
H 0.439 4.594 1.997
H 1.208 3.311 2.863
H 1.682 5.345 3.913
H 3.202 4.751 3.353
H 4.263 6.776 2.870
H 3.952 7.118 1.269
H 4.307 4.983 0.995
H 4.346 3.184 -0.396
H 3.864 2.405 2.620
H -0.756 2.045 0.291
H -0.176 2.243 1.901
H -0.063 -0.376 0.358
H 0.378 -0.104 2.094
H -2.287 0.804 1.085
H -1.800 0.276 2.716
H -2.051 -1.525 0.305
H -1.348 -1.998 1.897
H -4.050 -0.982 1.846
H -2.955 -3.470 4.557
H -2.745 -1.031 4.822
H -3.859 -0.343 3.883
H 4.659 0.464 -0.146
H 3.861 0.005 2.133
C 4.603 0.256 -7.244
O 3.291 0.142 -6.693
H 5.311 0.316 -6.422
H 4.836 -0.619 -7.854
H 4.684 1.158 -7.853
H 2.672 0.088 -7.429
C 1.848 -6.132 -5.251
O 0.952 -5.647 -4.245
H 2.414 -5.292 -5.648
H 2.537 -6.859 -4.815
H 1.284 -6.598 -6.055
H 0.463 -6.404 -3.908
C -5.953 -3.987 5.135
O -6.252 -4.462 6.451
H -5.221 -3.189 5.216
H -5.539 -4.797 4.531
H -6.857 -3.597 4.662
H -6.903 -5.167 6.360
C 3.668 -7.157 -8.626
O 2.342 -7.223 -8.103
H 4.362 -7.166 -7.790
H 3.868 -8.018 -9.267
H 3.807 -6.237 -9.199
H 1.739 -7.216 -8.854
C 0.067 -4.482 -8.239
O 0.531 -3.219 -7.763
H -0.359 -4.343 -9.230
H 0.901 -5.185 -8.298
H -0.702 -4.871 -7.567
H 0.901 -3.365 -6.887
C -5.289 -5.048 9.882
O -5.624 -5.958 8.842
H -5.192 -5.608 10.810
H -4.341 -4.552 9.660
H -6.073 -4.298 9.994
H -5.705 -5.443 8.028
C -4.366 7.742 -3.719
O -5.579 8.168 -4.332
H -4.235 8.303 -2.797
H -4.410 6.676 -3.486
H -3.518 7.938 -4.381
H -5.685 7.667 -5.146
C 7.394 5.516 2.358
O 7.068 4.558 3.356
H 8.370 5.934 2.589
H 7.433 5.034 1.375
H 6.653 6.324 2.349
H 6.202 4.183 3.141
C -6.571 -1.296 9.740
O -5.273 -1.876 9.811
H -7.219 -1.834 10.427
H -6.538 -0.243 10.032
H -6.974 -1.383 8.727
H -4.708 -1.395 9.199
C -10.097 -2.357 4.472
O -8.806 -1.997 3.983
H -10.455 -3.201 3.888
H -10.040 -2.647 5.524
H -10.794 -1.523 4.360
H -8.500 -1.249 4.507
```

Calculated values
- Charge: +1
- Max |F|: 3.8 eV/A
- Kohn-Sham gap: 7.770 eV
- E_tot: -4244.2298 Ha



Entry 4:
The following is a quantum chemistry calculation of C4H4FN in the gas phase at a distorted geometry, from OMol25.

XYZ file:
```
10
C4H4FN (ωB97M-V/def2-TZVPD)
C 0.930 0.401 1.601
C -0.235 0.080 1.103
C 0.643 0.596 3.881
C -0.526 -0.161 -0.341
N 1.335 0.487 2.892
F 1.165 0.587 5.098
H 1.802 0.415 0.802
H -1.021 0.666 -0.897
H -0.877 -1.164 -0.441
H 0.320 -0.099 -1.024
```

Calculated values
- Max |F|: 3.1 eV/A
- Relative energy (zero: lowest compared OMol25 entry of this formula, charge and spin): 125.22 kcal per mole
- Kohn-Sham gap (spin up / spin down): 8.372 / 8.381 eV
- E_tot: -309.2223 Ha



Entry 5:
The following is a quantum chemistry calculation of a molecular structure, C44H32BrCl2F4FeN4O3PS at a distorted geometry, from OMol25.

XYZ file:
```
93
C44H32BrCl2F4FeN4O3PS (ωB97M-V/def2-TZVPD)
Fe -0.740 1.494 -1.219
F 2.987 7.003 -1.541
C 2.804 5.701 -1.562
C 3.632 4.868 -0.842
F 4.617 5.379 -0.131
C 3.437 3.496 -0.860
F 4.286 2.773 -0.143
C 2.411 2.913 -1.585
P 1.927 1.138 -1.580
C 2.915 0.317 -0.302
C 4.220 -0.122 -0.517
C 4.901 -0.773 0.496
C 4.283 -1.009 1.723
C 2.981 -0.583 1.938
C 2.295 0.078 0.925
C 2.642 0.533 -3.140
C 3.054 1.357 -4.181
C 3.503 0.800 -5.372
C 3.537 -0.577 -5.532
C 3.128 -1.405 -4.493
C 2.675 -0.853 -3.306
C 1.588 3.789 -2.294
Br 0.136 3.108 -3.300
C 1.775 5.152 -2.303
F 0.979 5.948 -3.005
H 4.709 0.052 -1.467
H 5.922 -1.098 0.335
H 4.821 -1.528 2.507
H 2.490 -0.764 2.889
H 1.273 0.401 1.088
H 3.038 2.435 -4.075
H 3.819 1.450 -6.179
H 3.884 -1.005 -6.465
H 3.154 -2.482 -4.612
H 2.343 -1.500 -2.504
Cl 1.112 -0.461 5.417
C 0.042 -1.150 4.231
C 0.394 -2.349 3.643
C -0.416 -2.888 2.658
C -1.576 -2.226 2.300
C -1.945 -1.041 2.914
Cl -3.499 -0.392 2.498
C -1.135 -0.449 3.901
N -1.452 0.698 4.622
C -2.255 1.813 4.235
C -3.404 2.085 4.970
C -4.225 3.148 4.635
C -3.897 3.954 3.554
C -2.714 3.731 2.874
C -1.859 2.686 3.218
C -0.478 2.659 2.591
C -0.415 2.187 1.166
O 0.081 2.920 0.273
O -0.820 1.037 0.848
H 1.297 -2.857 3.959
H -0.142 -3.821 2.182
H -2.233 -2.639 1.541
H -1.101 0.711 5.561
H -3.661 1.432 5.797
H -5.124 3.341 5.209
H -4.541 4.778 3.273
H -2.421 4.409 2.077
H 0.189 2.013 3.172
H -0.079 3.670 2.593
S -4.692 3.753 -0.510
C -3.429 2.918 -0.946
N -2.469 2.277 -1.268
C -3.313 -4.374 -0.481
N -3.125 -3.031 -1.020
N -1.885 -2.474 -1.222
C -2.040 -1.135 -1.438
O -1.023 -0.399 -1.697
C -3.415 -0.860 -1.347
C -4.044 -2.048 -1.072
C -5.492 -2.331 -0.868
C -0.692 -3.232 -1.440
C -0.712 -4.372 -2.233
C 0.463 -5.082 -2.437
C 1.649 -4.652 -1.853
C 1.659 -3.505 -1.070
C 0.491 -2.785 -0.862
H -2.357 -4.771 -0.157
H -3.737 -5.043 -1.228
H -3.980 -4.331 0.377
H -3.862 0.113 -1.468
H -6.081 -1.506 -1.262
H -5.725 -2.430 0.196
H -5.787 -3.252 -1.370
H -1.635 -4.694 -2.701
H 0.452 -5.970 -3.056
H 2.563 -5.212 -2.010
H 2.581 -3.174 -0.602
H 0.491 -1.886 -0.260
```

Calculated values
- Charge: +1
- Max |F|: 1.4 eV/A
- Relative energy (zero: lowest compared OMol25 entry of this formula, charge and spin): 6.45 kcal per mole
- 2S+1: 6
- Kohn-Sham gap (spin up / spin down): 7.969 / 5.724 eV
- E_tot: -8037.6235 Ha



Entry 6:
The following is a quantum chemistry calculation of a molecular structure, C14H23CuF4N3O6P2 at a distorted geometry, from OMol25.

XYZ file:
```
53
C14H23CuF4N3O6P2 (ωB97M-V/def2-TZVPD)
Cu -0.362 -0.090 0.150
C -2.007 1.205 2.606
C -0.599 0.915 3.111
N -0.025 -0.290 2.526
C -0.654 -1.514 2.979
C -0.336 -2.677 2.048
C 1.429 -0.324 2.592
C 2.062 -0.344 1.184
N 1.417 0.640 0.363
C 2.000 1.712 -0.112
C 1.180 2.707 -0.740
F -0.156 2.446 -0.823
C 1.656 3.892 -1.236
F 0.801 4.794 -1.784
C 3.006 4.220 -1.181
C 3.842 3.270 -0.622
F 5.175 3.537 -0.571
C 3.386 2.075 -0.116
F 4.347 1.232 0.381
H -2.278 2.234 2.828
H -2.749 0.551 3.056
H -2.027 1.058 1.528
H -0.595 0.858 4.217
H 0.037 1.749 2.808
H -1.731 -1.354 2.953
H -0.355 -1.765 4.017
H -0.598 -2.349 1.044
H -0.928 -3.551 2.310
H 0.720 -2.940 2.085
H 1.787 -1.194 3.160
H 1.795 0.572 3.102
H 1.895 -1.320 0.720
H 3.138 -0.204 1.308
H 3.382 5.153 -1.556
N -2.939 -2.361 -3.426
C -2.472 -2.451 -2.039
C -3.118 -3.597 -1.300
P -2.868 -0.863 -1.143
O -2.144 0.186 -2.152
O -4.329 -0.677 -1.167
O -2.144 -0.895 0.177
P -0.643 -2.630 -2.118
O -0.250 -4.012 -1.376
O -0.365 -3.002 -3.639
O 0.215 -1.533 -1.638
H -2.765 -1.397 -3.719
H -3.954 -2.452 -3.415
H -1.220 -3.041 -4.093
H -4.191 -3.410 -1.254
H -2.738 -3.620 -0.282
H -2.924 -4.554 -1.782
H -1.215 0.265 -1.906
H 0.119 -3.798 -0.519
```

Calculated values
- Charge: -1
- Max |F|: 1.1 eV/A
- Relative energy (zero: lowest compared OMol25 entry of this formula, charge and spin): 16.82 kcal per mole
- Kohn-Sham gap: 6.746 eV
- E_tot: -3885.9375 Ha